The following is a quantum chemistry calculation of C22H60F4HgN4O22S4 as an isolated structure in a non-equilibrium geometry, from the OMol25 dataset.

## Properties
Highest occupied orbital energy (eV): -8.894
Gap between HOMO and LUMO (eV): 7.58
Energy above the lowest of the compared OMol25 structures with the same formula, charge and spin (kJ/mol): 0.0

Each line ends with the Mulliken charge.
Atoms and positions in Å:
Hg1 -0.83002 1.60499 2.84319  3.2717
N1 -0.13480 1.16883 0.80630  -0.1243
S1 0.03091 -0.11509 -0.11479  0.4405
O1 1.21854 -0.87538 0.09039  -0.4596
O2 -0.60522 -0.05133 -1.38545  -0.3207
F1 -1.01919 -0.99635 0.72043  -0.3451
S2 1.03905 2.11798 0.03043  0.3892
O3 0.65593 2.67794 -1.21673  -0.4221
O4 2.40140 1.74261 0.16253  -0.6454
F2 0.85083 3.23545 1.14118  -0.1712
N2 -0.98593 2.71940 4.85069  -0.3424
S3 -0.06704 4.16400 5.12731  0.9875
O5 1.09234 3.85269 5.89021  -0.5779
O6 -0.72553 5.41079 5.18080  -0.5703
F3 0.54034 4.17059 3.63627  -0.2051
S4 -1.96249 2.94620 6.09657  0.9635
O7 -2.84839 4.05607 6.02344  -0.5718
O8 -1.33617 2.66778 7.34541  -0.6591
F4 -2.94135 1.70258 5.83422  -0.2658
C1 -0.10317 0.57720 -4.68926  0.0246
C2 1.14455 1.43001 -4.65017  -0.2541
O9 2.19620 1.00995 -5.55734  -0.5312
O10 -0.61831 0.26961 -5.97036  -0.5789
H1 -0.89756 1.01945 -4.08244  0.1616
H2 0.23327 -0.34964 -4.21112  0.1797
H3 1.55796 1.56463 -3.65530  0.1238
H4 0.86975 2.40031 -5.09755  0.1641
H5 1.67782 0.49625 -6.19145  0.3677
H6 -0.57950 1.06986 -6.50699  0.3532
C3 2.70599 4.81972 -3.73828  -0.1857
C4 3.68620 4.44759 -4.80579  -0.2619
O11 3.53949 5.38842 -5.88348  -0.5366
O12 2.95098 6.13470 -3.25415  -0.5633
H7 2.55382 4.17946 -2.87391  0.2036
H8 1.73342 4.85565 -4.25570  0.1847
H9 3.51802 3.46853 -5.27015  0.2120
H10 4.69615 4.31677 -4.39718  0.3097
H11 4.20848 5.13856 -6.52676  0.3017
H12 3.04743 6.71615 -4.01530  0.3373
C5 -4.27177 -0.98073 -0.76598  0.3199
C6 -3.54570 -1.47651 -1.98948  -0.3292
O13 -3.50583 -0.46193 -3.01800  -0.6049
O14 -4.60690 -2.14773 -0.00231  -0.5611
H13 -5.15561 -0.40106 -1.04244  0.4560
H14 -3.63183 -0.37319 -0.11861  -0.4827
H15 -4.16061 -2.18724 -2.54761  0.3604
H16 -2.60956 -1.93442 -1.67071  0.2292
H17 -2.73602 -0.59934 -3.57752  0.2989
H18 -5.45043 -2.02356 0.43745  0.2952
C7 2.07338 0.71955 4.30612  -0.5085
C8 1.51838 -0.50634 3.64323  -0.2955
O15 0.09562 -0.47839 3.85932  -0.4331
O16 1.72417 1.78624 3.40677  -0.3851
H19 3.16248 0.74769 4.39777  0.4660
H20 1.66518 0.90756 5.30251  0.1990
H21 1.93040 -1.39344 4.12755  0.5098
H22 1.76086 -0.54901 2.58287  -0.0709
H23 -0.21160 -1.17251 4.44504  0.1997
H24 2.09550 2.60721 3.74931  0.1728
C9 6.95265 1.45093 1.78651  -0.4239
C10 6.05035 1.06247 0.64131  -0.3943
O17 4.83322 0.50381 1.13961  -0.4567
O18 6.55967 2.68386 2.37141  -0.5153
H25 7.89277 1.65991 1.24807  0.2582
H26 7.22103 0.67025 2.49658  0.3574
H27 6.51039 0.34006 -0.03735  0.3163
H28 5.78807 1.95180 0.06285  0.3071
H29 4.06423 0.97999 0.81269  0.4792
H30 6.43864 2.57087 3.31619  0.2952
C11 -4.19593 6.61512 0.35471  -0.8577
O19 -3.46072 5.47810 0.81765  -0.2631
C12 -3.33470 4.45111 -0.13063  -0.9844
C13 -2.32303 3.46437 0.39268  -0.5301
N3 -2.58389 3.01916 1.79578  -0.0401
C14 -3.85074 2.24696 1.73623  -0.7099
C15 -4.05942 1.42038 2.97637  -0.9538
O20 -2.93538 0.54228 3.14960  -0.0943
C16 -3.36790 -0.60653 3.86277  -0.9972
H31 -5.16115 6.31864 -0.05162  0.3271
H32 -3.54717 7.19345 -0.30547  0.3238
H33 -4.30595 7.20898 1.26072  0.2514
H34 -2.98161 4.87540 -1.08091  0.5274
H35 -4.29277 3.98284 -0.39475  0.3766
H36 -1.29983 3.84851 0.40964  0.2611
H37 -2.13299 2.62385 -0.28024  0.3278
H38 -2.75034 3.90969 2.26702  0.2484
H39 -3.76788 1.59650 0.86415  0.3839
H40 -4.73640 2.87198 1.59804  0.3381
H41 -5.02342 0.91371 2.98742  0.6198
H42 -4.06004 2.11749 3.82210  0.2860
H43 -2.49739 -1.16600 4.20227  0.1121
H44 -3.97388 -1.24316 3.21348  0.2425
H45 -3.94790 -0.44735 4.77579  0.3371
C17 2.91165 -3.75153 -0.80805  -0.4312
O21 2.88159 -4.58404 -1.96058  -0.3895
C18 1.68844 -5.26360 -2.20834  -0.5613
C19 1.79963 -6.74618 -1.85272  -0.5079
N4 0.51302 -7.42734 -1.79177  -0.2897
C20 0.66031 -8.76946 -1.27860  -0.6012
C21 -0.60219 -9.47400 -0.87279  -0.6047
O22 -1.36089 -9.77424 -2.02572  -0.3223
C22 -2.66518 -10.23521 -1.72563  -0.7323
H46 2.15445 -2.96017 -0.84063  0.1110
H47 3.87368 -3.26754 -0.95495  0.2532
H48 2.68639 -4.33659 0.08786  0.3012
H49 1.30246 -5.06677 -3.21492  0.3712
H50 0.83202 -4.91007 -1.60790  0.3048
H51 2.31685 -6.79115 -0.89258  0.3340
H52 2.46759 -7.16876 -2.62038  0.2457
H53 0.17832 -7.41830 -2.74912  0.2191
H54 1.28651 -8.69983 -0.38025  0.4338
H55 1.28415 -9.43473 -1.89819  0.3329
H56 -1.15575 -8.86606 -0.14184  0.3394
H57 -0.40974 -10.40595 -0.32255  0.3891
H58 -2.67356 -10.91923 -0.87173  0.3013
H59 -3.04407 -10.71157 -2.62607  0.2387
H60 -3.28065 -9.36286 -1.47820  0.2895

Forces on the atoms, in the same order (eV/Å):
-0.16 0.54 0.53
2.57 0.96 -2.75
-2.69 -5.02 1.04
0.37 0.84 -0.48
0.66 0.73 -0.26
-0.14 0.33 0.10
0.36 2.70 1.94
-0.70 -0.29 0.17
-0.30 -0.64 0.16
0.15 0.41 -0.55
0.65 3.06 1.00
2.67 -1.05 -2.94
-0.44 0.13 0.49
-0.38 -0.21 0.52
-0.39 0.07 0.02
-2.87 -1.87 1.61
0.06 -0.06 -0.37
0.19 0.03 -0.28
0.56 -0.03 -0.08
0.57 -0.82 1.19
0.14 1.68 -1.90
-0.97 -0.83 0.63
0.63 0.12 -0.32
0.23 0.14 0.22
-0.64 -0.32 -0.21
-0.17 -0.12 0.10
-0.13 0.32 0.76
0.56 -0.18 -0.35
-0.21 0.04 -0.03
-1.42 1.07 -0.80
0.47 -1.49 -0.44
0.52 0.11 0.64
0.31 -0.06 0.41
0.62 -0.29 -0.10
-0.07 -0.23 0.13
-0.60 -0.20 0.54
0.17 0.89 -0.11
-0.06 0.22 -0.15
0.01 -0.08 -0.09
-0.11 -0.20 0.51
-0.98 -0.08 -1.57
0.81 0.68 0.85
-0.10 -0.02 -0.05
-0.01 -0.05 -0.08
0.14 0.25 -0.34
-0.03 -0.87 1.09
0.27 0.28 -0.40
0.07 -0.02 0.09
-0.02 0.06 -0.06
0.70 0.90 -0.60
0.32 -0.64 1.36
-0.35 0.17 -0.75
-0.28 -0.05 0.24
0.01 -0.56 -0.11
-0.26 -0.21 -0.07
0.00 -0.06 -0.11
-0.20 0.14 -0.05
0.17 -0.04 0.03
-0.18 0.14 -0.09
1.44 0.72 -1.52
-1.47 -0.22 0.57
0.01 -0.34 0.23
-0.27 -0.23 0.31
0.17 0.02 0.31
-0.61 -0.14 0.12
0.26 -0.01 0.17
0.40 0.14 0.02
0.13 0.02 -0.08
-0.06 -0.03 -0.02
0.98 -0.26 1.09
-0.42 -0.17 0.12
0.28 0.33 -0.76
1.80 -0.32 0.21
-0.85 -0.07 -1.22
-0.02 -0.42 0.15
0.65 1.34 0.35
-1.43 -0.38 0.37
0.35 -1.18 0.33
0.00 0.17 -0.24
-0.38 -0.07 -0.49
-0.41 0.13 -0.13
0.23 -0.15 0.02
-0.11 -0.01 0.37
-0.35 0.87 0.03
-0.82 -0.27 0.12
0.04 -0.23 0.46
-0.06 -0.05 0.02
0.12 0.18 0.00
0.18 -0.39 -0.26
-0.16 -0.17 0.13
0.10 0.01 -0.34
0.15 0.00 -0.14
0.01 0.80 -0.15
-0.56 0.08 -1.05
-0.11 -0.02 -0.41
-1.82 -0.05 0.83
0.69 0.40 -0.72
0.17 0.53 -0.23
1.05 -0.64 0.57
-0.47 -0.03 0.15
0.02 -0.10 0.05
0.27 0.68 -0.05
-0.06 -0.09 -0.23
0.19 -0.07 1.10
0.73 0.08 0.24
0.60 -0.28 -0.30
0.39 0.36 0.31
-0.11 -0.15 0.06
0.11 -0.37 0.29
-0.44 -0.37 0.14
-0.24 0.17 0.15
-0.33 0.05 -0.41
-0.18 0.29 -0.36
0.41 -0.05 -0.17
0.03 -0.16 -0.11
-0.11 -0.10 0.10
-0.23 -0.17 0.05